1.
The following is a DFT calculation (the ωB97M-V functional and the def2-TZVPD basis) of a single C9H10O2 molecule at a distorted geometry.

Summary:
SMILES: OC[C@@H]1O[C@H]1c1ccccc1
ΔE to the lowest compared entry with this formula, charge and spin (kcal per mole): 175.5

The geometry in XYZ format:
```
21
Properties=species:S:1:pos:R:3:mulliken_charge:R:1
O -1.31 0.84 1.42 -0.441
O -2.43 -2.56 0.88 -0.415
C -2.46 -1.38 1.59 -0.553
C 1.79 1.90 -1.72 -0.152
C 0.51 1.71 -1.23 -0.612
C 0.41 0.53 -0.38 0.714
C 2.68 -0.02 -0.72 -0.727
C 1.36 -0.33 -0.13 -0.123
C -1.32 -0.60 1.37 -0.026
C 2.78 1.12 -1.49 -0.638
C -1.12 0.35 0.08 -0.398
H 2.00 2.76 -2.42 0.224
H 1.20 -1.41 0.64 -0.030
H -3.07 -1.36 2.62 0.264
H -1.80 -3.09 0.94 0.237
H -0.51 -1.21 1.78 0.384
H -3.35 -0.69 1.10 0.217
H -1.93 0.16 -0.39 0.654
H 3.45 1.42 -2.07 0.571
H 3.53 -0.51 -0.68 0.533
H -0.40 2.39 -1.18 0.317
```



2.
The following is a DFT calculation (the ωB97M-V functional and the def2-TZVPD basis) of 4 unconnected molecules or ions with the total composition C17H42Cl2N3O6PS at a distorted geometry.

Summary:
ΔE to the lowest compared entry with this formula, charge and spin (kcal per mole): 0.0

The geometry in XYZ format:
```
72
Properties=species:S:1:pos:R:3:mulliken_charge:R:1
Cl -3.68 1.99 -4.77 -0.191
Cl -2.17 5.34 -6.92 -0.181
S -0.49 3.39 -4.41 0.655
P -0.01 5.11 -2.05 0.271
O 2.89 -0.43 -0.35 -0.496
O 0.82 -1.48 3.80 -0.066
O 0.55 4.15 -5.06 -0.541
O -1.91 4.32 -4.54 -0.127
O -0.36 3.61 -2.82 -0.207
O 0.64 -5.47 -0.59 -0.445
N -0.71 -4.23 1.65 -0.619
N 0.11 0.26 6.00 -0.737
N 2.82 2.43 0.17 -0.715
C 2.75 -1.24 0.80 -0.753
C -0.42 -1.10 5.92 0.316
C -2.29 -4.24 -0.21 -1.631
C -0.93 -3.75 0.28 0.656
C 1.59 1.64 0.14 0.891
C -0.41 -1.65 4.48 -0.704
C -2.52 4.13 -5.74 -0.142
C 1.75 0.35 -0.67 -0.435
C -4.06 2.91 -7.31 -1.242
C 1.10 1.42 1.57 -1.593
C -3.35 3.13 -6.02 0.712
C 0.32 -1.98 6.92 -1.428
C -1.24 6.33 -2.58 -1.017
C -0.13 -6.39 -1.34 -0.661
C 1.82 -2.43 4.11 -0.901
C 0.23 -4.12 -0.66 -0.353
C 1.57 5.74 -2.69 -1.018
H 0.28 0.69 1.61 0.261
H 1.02 0.27 5.56 0.321
H 0.08 -3.04 6.78 0.337
H 1.47 6.53 -3.44 0.356
H 1.11 -3.54 -0.36 0.019
H -3.46 3.23 -8.15 0.384
H 2.12 6.10 -1.83 0.393
H -2.23 5.89 -2.48 0.288
H 3.57 1.83 0.49 0.331
H -0.98 -6.77 -0.77 0.232
H -1.10 6.79 -3.55 0.304
H 2.49 -2.49 3.25 0.214
H 0.03 -1.70 7.94 0.355
H -1.47 -1.07 6.22 0.432
H 1.73 -1.61 0.92 0.176
H 3.08 2.68 -0.78 0.282
H -3.08 -3.72 0.33 0.393
H 2.42 -2.12 4.97 0.206
H 3.43 -2.09 0.68 0.427
H -4.30 1.85 -7.43 0.356
H 1.40 -3.42 4.29 0.400
H 0.84 -0.27 -0.59 0.194
H 0.83 2.23 -0.38 0.032
H 0.13 -3.80 2.02 0.152
H -1.15 -1.09 3.90 0.284
H -2.42 -4.06 -1.27 0.352
H -1.15 7.10 -1.81 0.404
H -0.46 0.88 5.43 0.285
H -2.42 -5.31 -0.02 0.307
H -4.99 3.48 -7.34 0.281
H 0.73 2.36 1.98 0.451
H 3.04 -0.70 1.70 0.333
H 0.52 -7.23 -1.59 0.276
H 1.87 0.61 -1.72 0.324
H 0.00 -3.84 -1.70 0.492
H 2.15 4.94 -3.16 0.285
H -0.49 -5.93 -2.27 0.302
H -0.72 -2.70 4.46 0.388
H -0.97 -2.66 0.31 0.237
H 1.40 -1.86 6.85 0.303
H 1.89 1.06 2.22 0.230
H -0.50 -5.22 1.60 0.322
```



What are the HOMO energy values for these records? In order: -9.3, -8.7 eV.